[1]
C16H24N2OS in the gas phase. Source: the Open Molecules 2025 dataset; level of theory: wB97M-V/def2-TZVPD.

Calculated values
Total charge: 0
Electronic energy in eV: -32844.608
Structure (SMILES): COCCNC(=S)N1CCC(Cc2ccccc2)CC1
Relative energy (zero: lowest compared OMol25 entry of this formula, charge and spin) in kJ/mol: 84.0

Element x y z (Å)
1 C -4.022 3.542 -1.150
2 O -2.837 3.644 -0.402
3 C -1.928 2.591 -0.580
4 C -1.207 2.604 -1.943
5 N -0.301 1.490 -2.078
6 C 0.969 1.518 -1.592
7 S 1.593 2.914 -0.951
8 N 1.731 0.406 -1.738
9 C 2.918 0.231 -0.927
10 C 2.581 -0.623 0.296
11 C 2.009 -1.978 -0.127
12 C 1.626 -2.847 1.087
13 C 0.536 -2.243 1.927
14 C -0.800 -2.526 1.666
15 C -1.807 -1.939 2.411
16 C -1.493 -1.059 3.433
17 C -0.166 -0.784 3.714
18 C 0.839 -1.374 2.968
19 C 0.819 -1.759 -1.067
20 C 1.245 -0.863 -2.233
21 H -4.500 2.565 -1.005
22 H -3.853 3.700 -2.221
23 H -4.683 4.324 -0.780
24 H -1.182 2.713 0.210
25 H -2.436 1.620 -0.446
26 H -1.930 2.547 -2.761
27 H -0.633 3.529 -2.031
28 H -0.751 0.592 -2.169
29 H 3.278 1.215 -0.623
30 H 3.685 -0.255 -1.538
31 H 3.480 -0.765 0.897
32 H 1.846 -0.085 0.898
33 H 2.785 -2.519 -0.683
34 H 2.519 -2.992 1.699
35 H 1.302 -3.825 0.722
36 H -1.053 -3.220 0.877
37 H -2.840 -2.170 2.194
38 H -2.279 -0.597 4.012
39 H 0.087 -0.108 4.517
40 H 1.872 -1.161 3.202
41 H 0.457 -2.715 -1.448
42 H 0.008 -1.276 -0.516
43 H 0.439 -0.721 -2.953
44 H 2.076 -1.338 -2.769

***

[2]
A molecular structure, C22H49CrFN5O6 at a distorted geometry. Source: the Open Molecules 2025 dataset; level of theory: wB97M-V/def2-TZVPD.

Calculated values
Total charge: +2
Electronic energy in eV: -74459.999
2S+1: 4

Element x y z (Å)
1 Cr 0.968 -2.546 0.899
2 F 0.579 -0.668 0.434
3 C -2.050 1.382 -2.248
4 C -1.332 0.517 -3.304
5 C -1.213 1.259 -4.648
6 O -2.384 1.879 -5.048
7 C -2.475 2.123 -6.449
8 N -0.005 0.153 -2.780
9 H -1.533 2.342 -2.291
10 H -1.957 0.922 -1.260
11 H -3.126 1.505 -2.369
12 H -1.937 -0.379 -3.474
13 H -0.841 0.504 -5.347
14 H -0.459 2.028 -4.414
15 H -2.015 1.294 -6.991
16 H -1.882 2.976 -6.796
17 H -3.511 2.311 -6.705
18 H -0.070 -0.004 -1.773
19 H 0.680 0.924 -2.880
20 C 2.633 2.324 1.475
21 C 1.932 2.482 0.116
22 C 2.684 1.784 -1.014
23 O 2.021 2.126 -2.241
24 C 2.849 1.766 -3.383
25 N 0.538 2.086 0.180
26 H 2.069 2.828 2.261
27 H 3.585 2.850 1.576
28 H 2.847 1.280 1.700
29 H 1.853 3.539 -0.158
30 H 2.653 0.699 -0.885
31 H 3.714 2.146 -0.983
32 H 3.574 2.577 -3.366
33 H 2.252 1.628 -4.282
34 H 3.295 0.777 -3.235
35 H 0.555 1.073 0.363
36 H 0.130 2.154 -0.755
37 C -1.961 -2.490 -1.432
38 C -2.092 -2.298 0.042
39 C -3.522 -2.651 0.462
40 O -3.753 -2.392 1.823
41 C -4.925 -3.015 2.334
42 N -1.101 -3.069 0.815
43 H -2.663 -1.791 -1.888
44 H -2.159 -3.509 -1.768
45 H -0.977 -2.172 -1.790
46 H -2.121 -1.230 0.267
47 H -3.829 -3.656 0.132
48 H -4.233 -2.046 -0.118
49 H -4.887 -4.101 2.227
50 H -5.820 -2.691 1.793
51 H -4.999 -2.660 3.358
52 H -1.204 -4.037 0.498
53 H -1.441 -3.082 1.783
54 C 3.849 -3.539 2.685
55 C 3.716 -2.085 2.204
56 C 5.070 -1.347 2.111
57 O 4.776 -0.015 1.786
58 C 5.879 0.791 1.451
59 N 3.058 -2.124 0.878
60 H 2.869 -4.036 2.606
61 H 4.062 -3.711 3.740
62 H 4.510 -4.174 2.094
63 H 3.108 -1.497 2.894
64 H 5.663 -1.809 1.314
65 H 5.502 -1.433 3.110
66 H 6.335 0.444 0.516
67 H 6.620 0.840 2.251
68 H 5.566 1.812 1.231
69 H 3.242 -1.138 0.624
70 H 3.712 -2.551 0.216
71 C -1.285 2.288 3.239
72 C -2.477 2.888 3.628
73 C -3.647 2.200 3.394
74 C -3.639 1.016 2.653
75 C -2.452 0.460 2.230
76 C -1.242 1.075 2.546
77 N -4.904 0.351 2.316
78 O -5.905 0.799 2.817
79 O -4.866 -0.589 1.548
80 H -0.365 2.829 3.427
81 H -2.400 3.778 4.235
82 H -4.602 2.602 3.706
83 H -2.409 -0.534 1.809
84 H -0.281 0.661 2.278

***

[3]
A molecular structure, C25H32IrN2O3SiTe at a distorted geometry. Source: the Open Molecules 2025 dataset; level of theory: wB97M-V/def2-TZVPD.

Calculated values
Total charge: 0
Electronic energy in eV: -53575.692
2S+1: 2
Relative energy (zero: lowest compared OMol25 entry of this formula, charge and spin) in kJ/mol: 111.9

Element x y z (Å)
1 Ir 0.984 -0.760 -0.837
2 C 0.865 6.218 -0.828
3 O 2.212 5.808 -0.665
4 C 2.498 4.504 -0.854
5 C 3.873 4.177 -0.775
6 C 4.257 2.885 -0.948
7 C 3.327 1.845 -1.210
8 C 3.765 0.495 -1.321
9 C 5.229 0.158 -1.164
10 O 3.005 -0.483 -1.521
11 C 1.936 2.173 -1.300
12 O 1.000 1.319 -1.535
13 C 1.565 3.530 -1.109
14 H 0.868 7.304 -0.780
15 H 0.232 5.823 -0.030
16 H 0.473 5.902 -1.797
17 H 4.585 4.964 -0.577
18 H 5.309 2.647 -0.883
19 H 5.838 0.664 -1.913
20 H 5.347 -0.916 -1.282
21 H 5.568 0.449 -0.170
22 H 0.507 3.744 -1.153
23 C 1.223 -4.842 3.128
24 C 2.232 -3.932 3.401
25 C 2.110 -2.613 2.981
26 C 0.979 -2.179 2.291
27 C -0.040 -3.104 2.056
28 C 0.075 -4.421 2.466
29 Si 0.904 -0.466 1.503
30 C -0.748 0.256 2.108
31 C -1.600 0.981 1.272
32 C -2.835 1.439 1.717
33 C -3.223 1.211 3.029
34 C -2.371 0.530 3.889
35 C -1.155 0.046 3.427
36 H 1.328 -5.877 3.427
37 H 3.123 -4.251 3.928
38 H 2.909 -1.909 3.186
39 H -0.936 -2.786 1.531
40 H -0.720 -5.125 2.255
41 H 1.928 0.330 2.239
42 H -1.272 1.211 0.263
43 H -3.494 1.975 1.043
44 H -4.181 1.569 3.381
45 H -2.657 0.372 4.921
46 H -0.505 -0.501 4.101
47 C -3.475 -2.766 -3.352
48 C -3.167 -1.704 -2.304
49 C -3.734 -2.129 -0.947
50 C -3.760 -0.355 -2.728
51 N -1.697 -1.666 -2.188
52 N -1.191 -0.634 -1.356
53 H -4.550 -2.920 -3.429
54 H -3.001 -3.709 -3.080
55 H -3.104 -2.462 -4.334
56 H -4.787 -2.395 -1.041
57 H -3.664 -1.327 -0.207
58 H -3.184 -2.995 -0.578
59 H -4.832 -0.456 -2.898
60 H -3.299 -0.004 -3.655
61 H -3.620 0.406 -1.957
62 H -1.261 -1.580 -3.100
63 H -1.645 -0.725 -0.450
64 H -1.359 0.305 -1.719
65 Te 1.009 -3.252 -1.571